# 1
Formula: C11H15NO
Source: OMol25
Level of theory: wB97M-V/def2-TZVPD

```
! RIJCOSX wB97M-V def2-TZVPD def2/J DEFGRID3
* xyz 0 1
C 1.1050 -2.9181 2.2917
C 0.3172 -1.7715 1.6810
C -1.0348 -1.7999 1.5535
N -1.5309 -0.5380 1.2191
C -0.4222 0.2703 1.0427
C -0.3863 1.6029 0.6495
C 0.8266 2.2032 0.3794
C 2.0004 1.5330 0.7876
C 1.9570 0.2517 1.2776
C 0.7353 -0.4356 1.3721
H 2.1501 -2.6022 2.3075
H 1.0526 -3.8263 1.7012
H 0.8014 -2.9913 3.3329
H -1.6484 -2.6621 1.7540
H -2.3618 -0.5119 0.6636
H -1.2785 2.2182 0.7272
H 0.8359 3.2115 -0.0015
H 2.9054 2.1036 0.8967
H 2.8802 -0.2785 1.4851
C -2.0275 0.1417 -3.7426
C -0.9647 0.5871 -2.7700
O 0.1844 1.1365 -3.4314
H -3.0232 0.4659 -3.4740
H -2.1528 -0.9375 -3.7881
H -1.8820 0.5278 -4.7469
H -1.2296 1.4712 -2.1905
H -0.6745 -0.2137 -2.0877
H 0.6486 0.5255 -3.9727
*
```

- SMILES: Cc1c[nH]c2ccccc12.CCO
- Frontier orbital gap: 8.680 eV
- E_LUMO: 0.030 hartree

# 2
Formula: C11H15NO
Source: OMol25
Level of theory: wB97M-V/def2-TZVPD

```
! RIJCOSX wB97M-V def2-TZVPD def2/J DEFGRID3
* xyz 0 1
C 2.1323 2.8728 2.3067
C 1.0787 2.5163 1.3177
C 0.0055 3.3424 1.1293
N -0.8264 2.8556 0.1255
C -0.2824 1.6377 -0.2956
C -0.8442 0.7723 -1.2374
C -0.0663 -0.3544 -1.4669
C 1.2149 -0.5427 -0.9016
C 1.6662 0.2931 0.0949
C 0.8931 1.4388 0.4125
H 3.1585 2.9171 1.9387
H 2.0723 2.1842 3.1544
H 1.8866 3.8485 2.7331
H -0.2659 4.2897 1.5684
H -1.7122 3.1727 -0.2378
H -1.7915 0.9544 -1.7207
H -0.4844 -1.0616 -2.1761
H 1.7661 -1.3882 -1.2917
H 2.6431 0.1077 0.5216
C -0.6346 -4.7427 0.1548
C -1.2001 -3.5686 -0.6548
O -2.4494 -4.0610 -1.1475
H -0.3748 -5.5477 -0.5258
H -1.3700 -5.1757 0.8402
H 0.1972 -4.4218 0.7838
H -1.2819 -2.6259 -0.1223
H -0.5444 -3.4580 -1.5345
H -3.0537 -3.3544 -1.3222
*
```

- SMILES: Cc1c[nH]c2ccccc12.CCO
- Frontier orbital gap: 8.656 eV
- E_LUMO: 0.029 hartree

# 3
Formula: C11H15NO
Source: OMol25
Level of theory: wB97M-V/def2-TZVPD

```
! RIJCOSX wB97M-V def2-TZVPD def2/J DEFGRID3
* xyz 1 2
C -0.9291 1.1382 1.7970
C -0.2176 1.6061 0.5818
C 0.6771 2.6261 0.6211
C -0.3461 0.9638 -0.7440
C 0.4785 1.8821 -1.5193
C -1.0619 -0.0584 -1.2809
C 0.5666 1.6205 -2.8695
C -0.9733 -0.2195 -2.7511
C -0.1857 0.6059 -3.4666
N 0.9695 2.8637 -0.7675
H -0.1156 0.6463 2.4900
H -1.6407 0.3471 1.4516
H 1.1778 3.0983 1.4407
H 1.6762 3.4360 -1.0267
H -1.6659 -0.6083 -0.6186
H 1.0768 2.3218 -3.6682
H -1.7628 -0.7493 -3.2321
H -0.1732 0.4240 -4.6512
H -1.3218 1.9562 2.1448
C -0.0023 -2.9881 1.5706
C 0.7924 -1.7709 2.3153
O 0.8000 -3.6808 0.6394
H -0.5051 -3.7331 2.2376
H -0.9234 -2.5652 1.0770
H 1.6487 -1.3235 1.7288
H 0.5929 -4.6304 0.7155
H 1.3195 -2.1412 3.2009
H 0.0484 -1.0671 2.5838
*
```

- Frontier orbital gap (alpha / beta): 8.845 / 5.465 eV
- E_LUMO (alpha / beta): -0.141 / -0.265 hartree

# 4
Formula: C11H15NOS
Source: OMol25
Level of theory: wB97M-V/def2-TZVPD

```
! RIJCOSX wB97M-V def2-TZVPD def2/J DEFGRID3
* xyz 0 1
C -4.3270 -0.6535 0.0714
C -1.5201 -1.0946 -0.6817
C -0.1243 -1.1639 -0.8880
C -1.9839 0.0092 0.0298
C 0.4732 -0.1586 -0.3223
C -3.7947 1.7077 -0.0439
C 2.6159 -1.2529 1.1282
C 2.8135 1.2126 0.3608
C 3.0472 -0.7399 -1.2487
C -3.4138 0.3546 0.4847
C 2.4555 -0.2412 0.0214
N -5.0338 -1.5340 -0.1222
O -0.4377 2.1392 0.9120
S -0.4994 0.6826 0.9307
H -2.2779 -1.8539 -0.9155
H 0.4310 -2.0052 -1.2872
H -4.6212 2.3220 0.4427
H -2.8859 2.2843 0.0424
H -4.0509 1.7597 -1.1719
H 2.0031 -2.2280 1.0922
H 3.7404 -1.6411 1.0820
H 2.3933 -0.8611 2.0823
H 2.0563 1.6547 1.0920
H 2.8505 1.9396 -0.6160
H 3.8490 1.2517 0.6415
H 2.4746 -1.3833 -1.9145
H 3.9080 -1.2060 -0.9302
H 3.3056 0.1361 -1.8281
H -3.4466 0.5632 1.5559
*
```

- Frontier orbital gap: 8.733 eV
- E_LUMO: -0.012 hartree

# 5
Formula: C11H15NPSn
Source: OMol25
Level of theory: wB97M-V/def2-TZVPD

```
! RIJCOSX wB97M-V def2-TZVPD def2/J DEFGRID3
* xyz -1 1
C 0.5833 -0.0489 -3.7635
C -0.6785 -0.7010 -3.5800
C -0.4776 -1.9054 -2.8048
C 0.9183 -2.0140 -2.4607
C 1.5980 -0.8438 -3.0382
Sn 0.3016 -0.0290 -1.4510
P -0.4418 2.3443 -0.9964
H 0.7801 0.9126 -4.2561
H -1.6198 -0.4054 -4.0525
H -1.2373 -2.6677 -2.6000
H 2.6694 -0.6451 -3.0029
H 1.4053 -2.7958 -1.8619
H -1.4160 2.3878 0.0454
H -0.9473 2.9357 -2.1753
H 0.7351 3.0142 -0.5612
N -0.8067 -0.6617 0.5383
C -0.3326 -0.1098 1.7647
C 1.0252 -0.1557 2.0812
C 1.3754 0.2006 3.3873
C 0.3932 0.5871 4.3080
C -0.9515 0.6377 3.9273
C -1.3298 0.3067 2.6350
H -0.5364 -1.6255 0.3376
H -1.7803 -0.4821 0.2724
H 1.7841 -0.4729 1.3476
H 2.4164 0.1597 3.6978
H 0.6680 0.8472 5.3340
H -1.7236 0.9259 4.6286
H -2.3741 0.3044 2.2994
*
```

- Frontier orbital gap (alpha / beta): 2.770 / 2.793 eV
- E_LUMO (alpha / beta): 0.118 / 0.118 hartree

# 6
Formula: C11H15NS
Source: OMol25
Level of theory: wB97M-V/def2-TZVPD

```
! RIJCOSX wB97M-V def2-TZVPD def2/J DEFGRID3
* xyz 0 1
C -0.0590 2.8709 -1.3966
N -0.4580 1.5639 -0.9713
C 0.2599 1.0885 0.0142
C 1.5073 1.7879 0.6141
C 2.0619 0.7935 1.6224
C 1.3588 -0.6162 1.3552
C 0.2338 -0.3147 0.4706
C -0.8323 -1.0836 0.2727
C -1.1326 -2.3730 0.9528
C -2.1055 -0.6232 -0.5225
C -2.3586 -1.3567 -1.7545
C -2.8674 0.1605 0.1748
S -3.6000 0.8613 1.3519
H 0.7865 2.8659 -2.0700
H -0.8565 3.2769 -1.9606
H 0.2572 3.6631 -0.5459
H 2.1313 2.0773 -0.2969
H 1.1513 2.6974 1.1878
H 1.9365 1.0292 2.6551
H 3.0885 0.7076 1.4099
H 1.0822 -0.8760 2.3858
H 1.9962 -1.3832 0.8543
H -1.0768 -3.0843 0.1084
H -0.3743 -2.7938 1.6184
H -2.1025 -2.3544 1.4510
H -1.5115 -1.0367 -2.3731
H -2.4050 -2.4706 -1.6641
H -3.2795 -1.0401 -2.2684
*
```

- SMILES: C/N=C1\CCC\C1=C(/C)C(C)=C=S
- Frontier orbital gap: 7.635 eV
- E_LUMO: 0.002 hartree

# 7
Formula: C11H16BClNO3P
Source: OMol25
Level of theory: wB97M-V/def2-TZVPD

```
! RIJCOSX wB97M-V def2-TZVPD def2/J DEFGRID3
* xyz 0 1
C 2.5932 0.7730 -2.5579
C 1.1022 0.8036 -2.8237
P -0.0296 0.6806 -1.2543
C 0.3134 -1.2194 -1.1803
O -0.5295 -1.9453 -0.2215
C -0.0647 -1.8223 1.1633
C 1.3955 -1.2961 1.6829
C 1.7945 -1.2297 3.2965
C 0.6893 -1.6939 4.4385
C -0.7780 -2.2599 3.9488
C -1.1295 -2.3243 2.3463
C -0.4268 2.5658 -1.5355
C 0.2187 3.5232 -0.3657
O -0.2027 3.5355 0.9060
Cl 1.6383 4.7007 -0.7756
B -1.9177 0.3532 -1.2883
N -2.6958 -0.3380 -2.3968
O -2.6932 0.7923 -0.0809
H 2.9334 0.0404 -1.6923
H 3.3759 1.4369 -3.1212
H 0.6867 0.9296 -3.9142
H 0.5932 0.9292 0.0202
H 1.4747 -1.4698 -1.0951
H 0.0040 -1.6274 -2.2593
H 2.2069 -0.9542 0.9035
H 2.8428 -0.8491 3.6530
H 0.9593 -1.6378 5.5809
H -1.5852 -2.6089 4.7335
H -2.1897 -2.7413 1.9996
H 0.0324 2.8728 -2.5930
H -1.5992 2.7552 -1.6519
H -3.5135 0.2969 -2.6144
H -3.1581 -1.1690 -1.9200
H -2.3412 0.1973 0.6686
*
```

- SMILES: C=C[PH](COc1ccccc1)(CC(=O)Cl)B(N)O
- Frontier orbital gap: 8.030 eV
- E_LUMO: -0.005 hartree

# 8
Formula: C11H16BF2IN3OPtS4Sb
Source: OMol25
Level of theory: wB97M-V/def2-TZVPD

```
! RIJCOSX wB97M-V def2-TZVPD def2/J DEFGRID3
* xyz -2 1
Pt 0.6538 -0.1298 -0.3281
S 3.9651 3.2071 1.7482
Sb 3.0568 2.3372 -0.1504
S 3.3223 0.0217 -0.4798
S 0.4707 2.2308 -0.1124
S 3.4794 3.6010 -2.0042
C -1.1294 -2.0396 2.4552
N -2.5130 -2.0229 2.0102
C -3.4450 -2.8063 2.7915
C -4.6834 -3.1310 1.9822
C -5.2638 -1.8344 1.4569
N -4.2593 -1.1125 0.7100
C -4.7271 -0.1229 -0.2374
C -2.8937 -1.1469 1.0156
O -2.0918 -0.4718 0.3977
H -0.7112 -3.0464 2.3479
H -1.0565 -1.7211 3.5000
H -0.5476 -1.3542 1.8507
H -3.7327 -2.2713 3.7091
H -2.9364 -3.7225 3.0946
H -5.4148 -3.6554 2.6007
H -4.4008 -3.7689 1.1397
H -5.6451 -1.2323 2.2969
H -6.1063 -2.0333 0.7897
H -5.3038 -0.6023 -1.0369
H -3.8618 0.3696 -0.6690
H -5.3570 0.6287 0.2568
F 1.4836 1.0167 2.2549
B 0.4051 1.1442 1.4129
F -0.7604 1.1288 2.1733
I -1.2512 -1.5335 -2.5501
C -0.4318 -2.7118 -0.8985
C -0.8286 -4.0320 -0.7056
C -0.0260 -4.8346 0.0830
C 1.2409 -4.3644 0.4111
C 1.5781 -3.0542 0.1134
N 0.6936 -2.2120 -0.4115
H -1.7558 -4.3952 -1.1277
H -0.3575 -5.8101 0.4134
H 1.9753 -5.0243 0.8572
H 2.5634 -2.6315 0.2938
*
```

- Frontier orbital gap (alpha / beta): 3.332 / 3.333 eV
- E_LUMO (alpha / beta): 0.138 / 0.138 hartree

# 9
Formula: C11H16BF3IN2O8PS
Source: OMol25
Level of theory: wB97M-V/def2-TZVPD

```
! RIJCOSX wB97M-V def2-TZVPD def2/J DEFGRID3
* xyz 0 1
N 2.4876 0.5701 -0.5938
C 2.4930 -0.8616 -0.7257
C 3.0201 -1.4333 0.6536
B 4.5894 -1.2034 0.7133
O 5.4386 -2.2405 0.4463
O 5.0672 0.0573 1.0237
O 3.4245 -1.4111 -1.6651
S 2.7763 -2.8843 -2.0483
O 2.7576 -3.0896 -3.4242
O 3.5854 -3.8297 -1.3974
O 1.3061 -2.7161 -1.4233
C 1.0808 -1.3067 -1.1111
C 0.1176 -1.0340 0.0144
C -1.1967 -1.7965 -0.1000
O -1.9067 -1.5261 -1.2656
C -2.0821 -1.3701 1.1200
F -3.3476 -1.4067 0.7490
F -1.8698 -0.1336 1.5127
F -1.9906 -2.2092 2.1184
P 0.4834 -0.5512 -2.7611
O 1.8273 -0.3110 -3.6665
I -0.3799 1.7147 -2.2552
H 3.3359 0.9983 -0.9260
H 2.2963 0.8522 0.3499
H 2.7884 -2.4905 0.7468
H 2.4731 -0.9439 1.4536
H 5.9611 -2.0429 -0.3376
H 5.7083 0.2706 0.3353
H 0.5566 -1.3058 0.9666
H -0.0044 0.0425 0.0376
H -0.9757 -2.8477 -0.0011
H -1.9619 -0.5653 -1.3371
H 1.5440 0.1772 -4.4474
N -3.0048 3.0362 1.0702
C -3.6061 4.1873 0.7810
C -4.8910 4.5093 1.1890
C -5.5935 3.5800 1.9369
C -4.9864 2.3754 2.2461
C -3.6953 2.1556 1.7915
H -3.0201 4.8831 0.1902
H -5.3283 5.4625 0.9262
H -6.6001 3.7917 2.2739
H -5.5001 1.6220 2.8270
H -3.1775 1.2251 2.0131
*
```

- Frontier orbital gap: 8.717 eV
- E_LUMO: -0.001 hartree

# 10
Formula: C11H16BiI2O5RhS
Source: OMol25
Level of theory: wB97M-V/def2-TZVPD

```
! RIJCOSX wB97M-V def2-TZVPD def2/J DEFGRID3
* xyz 4 5
I -2.7985 1.0543 2.8085
I -0.3514 0.0343 -3.9647
Rh 0.5971 -0.0486 -1.4835
Bi -0.7651 0.0128 1.0660
S -0.8313 1.9339 -0.9107
C 1.3187 1.4630 2.6267
C 0.2534 -1.9134 2.9917
C 0.0745 3.5363 -0.6078
C -0.0916 4.2979 -1.9245
C 1.5317 3.3317 -0.2679
C -0.6634 4.2165 0.5286
C 1.2544 -1.7693 -1.5233
C 2.3852 0.5171 -1.5044
O 0.3932 -2.7085 3.7945
O 2.0359 2.0334 3.2942
O 1.7569 -2.8107 -1.5348
O 3.5161 0.7588 -1.6002
H 0.4155 5.2603 -1.8392
H -1.1568 4.4565 -2.1425
H 0.3269 3.7299 -2.7631
H 1.8815 4.2078 0.2895
H 2.1387 3.2425 -1.1667
H 1.7019 2.4619 0.3690
H -0.2530 5.2245 0.6565
H -0.5543 3.6670 1.4640
H -1.7317 4.2913 0.3245
C -2.0545 -3.0376 -2.0169
C -2.1788 -2.5667 -0.5730
C -1.3950 -3.4449 0.3690
O -1.8908 -1.2005 -0.4314
H -1.0323 -2.9449 -2.3853
H -2.7010 -2.4809 -2.6947
H -2.3316 -4.0921 -2.0886
H -3.2449 -2.6877 -0.3257
H -0.3261 -3.2923 0.2385
H -1.6540 -3.2382 1.4029
H -1.6169 -4.4933 0.1650
*
```

- Frontier orbital gap (alpha / beta): 6.871 / 5.063 eV
- E_LUMO (alpha / beta): -0.598 / -0.656 hartree

# 11
Formula: C11H16CeNO4S
Source: OMol25
Level of theory: wB97M-V/def2-TZVPD

```
! RIJCOSX wB97M-V def2-TZVPD def2/J DEFGRID3
* xyz 1 1
Ce 0.3898 0.5436 1.0299
O -1.5846 -0.2890 1.5109
N -1.8297 -1.4196 0.8339
C -3.0642 -1.5958 0.3175
C -3.4298 -2.7695 -0.2784
C -2.5020 -3.8105 -0.3455
C -1.2384 -3.6112 0.1569
C -0.8741 -2.3886 0.7324
S 0.7219 -2.1421 1.3365
H -3.7281 -0.7510 0.4242
H -4.4278 -2.8748 -0.6758
H -2.7763 -4.7587 -0.7864
H -0.4800 -4.3792 0.1215
C 0.4740 -0.0694 -3.2414
C 0.9237 0.5731 -1.9300
C 2.2281 -0.1029 -1.4405
C 1.1885 2.0729 -2.1328
O -0.0836 0.3991 -0.9602
H 1.2179 0.0680 -4.0243
H -0.4673 0.3843 -3.5522
H 0.3026 -1.1353 -3.0842
H 3.0198 0.0111 -2.1760
H 2.0474 -1.1643 -1.2695
H 2.5706 0.3634 -0.4948
H 1.9929 2.2410 -2.8455
H 1.4584 2.5346 -1.1748
H 0.2815 2.5543 -2.4989
C 1.1873 3.5133 4.3533
O 0.9704 3.5994 2.9253
C 0.8698 2.5100 2.2337
O 0.9251 1.3826 2.8374
H 0.9716 4.5011 4.7427
H 2.2196 3.2361 4.5575
H 0.5249 2.7740 4.7977
*
```

- Frontier orbital gap: 7.422 eV
- E_LUMO: -0.165 hartree

# 12
Formula: C11H16ClN
Source: OMol25
Level of theory: wB97M-V/def2-TZVPD

```
! RIJCOSX wB97M-V def2-TZVPD def2/J DEFGRID3
* xyz 0 1
C 3.6266 -1.4931 0.3732
C 2.2602 -1.7433 -0.2895
C 1.2602 -0.6352 -0.0279
C 1.6602 0.6837 -0.6693
N 0.7053 1.7693 -0.3766
C -0.5811 1.6548 -1.0794
C -1.5936 0.9780 -0.2321
C -1.5910 1.0649 1.1725
C -2.6196 0.4626 1.9326
C -3.6090 -0.2447 1.2763
C -3.5980 -0.3318 -0.0845
Cl -4.9238 -1.1968 -0.8678
C -2.6226 0.2809 -0.8024
H 4.2995 -0.7227 -0.1126
H 3.5471 -1.3124 1.4913
H 4.2262 -2.4394 0.2147
H 2.4658 -1.9300 -1.3417
H 1.9286 -2.6815 0.2151
H 0.2035 -0.8383 -0.2405
H 1.3046 -0.4569 1.0873
H 1.7586 0.4962 -1.7502
H 2.6431 1.0536 -0.4206
H 1.1916 2.5430 -0.7497
H -0.9749 2.6403 -1.4602
H -0.4626 0.9724 -1.9464
H -0.7483 1.4803 1.7635
H -2.5728 0.4227 3.0005
H -4.4598 -0.6654 1.8360
H -2.7242 0.1891 -1.9116
*
```

- SMILES: CCCCNCc1cccc(Cl)c1
- Frontier orbital gap: 9.890 eV
- E_LUMO: 0.033 hartree